{
  "formula": "C29H55AlCl2F4NO2",
  "method": "ωB97M-V/def2-TZVPD",
  "symbols": ["C", "C", "C", "C", "C", "C", "C", "C", "C", "C", "C", "C", "C", "C", "C", "C", "C", "C", "N", "C", "C", "C", "C", "C", "C", "C", "C", "Cl", "C", "C", "Cl", "C", "O", "O", "H", "H", "H", "H", "H", "H", "H", "H", "H", "H", "H", "H", "H", "H", "H", "H", "H", "H", "H", "H", "H", "H", "H", "H", "H", "H", "H", "H", "H", "H", "H", "H", "H", "H", "H", "H", "H", "H", "H", "H", "H", "H", "H", "H", "H", "H", "H", "H", "H", "H", "H", "H", "H", "H", "H", "F", "Al", "F", "F", "F"],
  "positions_angstrom": [[1.167, -0.395, 4.666], [1.365, 0.552, 6.017], [0.041, 0.369, 6.993], [-0.612, 1.838, 7.403], [-1.934, 2.234, 6.485], [-1.567, 3.167, 5.173], [-2.679, 3.013, 3.940], [-1.954, 2.733, 2.480], [-2.862, 3.152, 1.181], [-4.335, 2.427, 1.108], [-4.510, 1.476, -0.250], [-3.542, 0.151, -0.136], [-3.906, -1.031, -1.253], [-2.762, -1.098, -2.462], [-2.179, -2.608, -2.734], [-1.048, -2.712, -3.916], [0.171, -1.615, -3.803], [-0.152, -0.126, -4.408], [-1.425, -0.081, -5.268], [0.650, -1.759, -2.240], [2.217, -1.188, -2.089], [2.882, -2.380, -1.188], [4.426, -2.151, -0.716], [5.376, -1.311, -1.749], [6.673, -0.776, -0.839], [6.166, 0.567, 0.017], [1.939, 0.295, -1.451], [2.912, 1.673, -2.307], [2.074, 0.396, 0.178], [0.679, 0.009, 0.980], [2.468, 2.172, 0.694], [2.556, -1.293, -3.724], [3.612, -0.855, -4.411], [1.454, -1.941, -4.510], [0.010, -0.487, 4.408], [1.785, 0.121, 3.806], [1.602, -1.481, 4.802], [1.571, 1.681, 5.727], [2.334, 0.158, 6.559], [0.403, -0.161, 8.000], [-0.769, -0.356, 6.505], [0.210, 2.690, 7.356], [-0.899, 1.745, 8.552], [-2.449, 1.257, 6.096], [-2.648, 2.897, 7.168], [-0.503, 2.815, 4.807], [-1.476, 4.288, 5.543], [-3.366, 2.090, 4.153], [-3.328, 3.992, 3.945], [-1.743, 1.568, 2.415], [-0.878, 3.242, 2.463], [-2.931, 4.337, 1.188], [-2.239, 2.877, 0.207], [-4.423, 1.719, 2.053], [-5.151, 3.262, 1.194], [-5.652, 1.152, -0.342], [-4.266, 2.180, -1.162], [-2.425, 0.543, -0.272], [-3.614, -0.230, 0.974], [-4.019, -2.071, -0.691], [-4.979, -0.776, -1.669], [-3.312, -0.749, -3.438], [-1.880, -0.339, -2.208], [-3.099, -3.272, -3.084], [-1.780, -3.127, -1.739], [-0.550, -3.792, -3.820], [-1.587, -2.702, -4.959], [0.716, 0.263, -5.127], [-0.290, 0.716, -3.595], [-1.658, 0.948, -5.304], [-1.185, -0.332, -6.264], [-0.057, -1.419, -1.370], [0.668, -2.935, -2.087], [2.873, -3.361, -1.867], [2.199, -2.662, -0.252], [4.917, -3.235, -0.620], [4.545, -1.676, 0.369], [5.806, -2.056, -2.555], [4.900, -0.343, -2.202], [7.050, -1.643, -0.115], [7.577, -0.424, -1.493], [6.597, 0.597, 1.110], [4.979, 0.492, 0.112], [6.384, 1.574, -0.538], [0.801, 0.558, -1.702], [2.920, -0.253, 0.656], [0.588, 0.559, 2.017], [-0.223, 0.244, 0.254], [0.685, -1.178, 1.097], [-1.054, -1.339, -8.315], [-2.420, -2.481, -8.586], [-2.546, -3.609, -7.188], [-2.125, -3.423, -10.093], [-3.954, -1.553, -8.749]],
  "forces_ev_per_angstrom": [[0.4, 0.6, 0.1], [-0.1, -1.1, -0.3], [0.7, 0.4, 0.7], [-0.2, -0.5, 0.5], [0.4, 0.9, 0.2], [0.3, -0.6, 0.3], [0.6, 0.1, 0.2], [0.1, -0.5, 0.2], [0.9, 0.4, -0.2], [0.5, -0.4, 0.3], [-0.3, 0.6, 0.8], [0.1, 0.7, -0.1], [0.2, 0.3, 0.7], [-0.7, -0.1, 0.0], [-0.5, -0.2, 0.1], [0.3, -0.9, -0.8], [-0.2, 0.5, 1.3], [-0.3, 1.2, -0.8], [1.2, 1.2, 0.0], [0.2, -1.2, 0.2], [-3.4, -1.6, -0.6], [1.0, -0.5, -0.2], [0.7, -0.5, 0.2], [1.5, -0.2, 1.1], [-0.4, 0.7, 0.2], [-0.8, -0.7, 0.2], [-0.8, 0.4, -0.1], [-0.8, -1.6, 0.6], [-0.4, -0.3, 1.1], [0.1, -0.8, -1.3], [-0.4, -1.6, -0.3], [3.7, 1.7, -4.3], [-6.6, -3.0, 4.8], [1.6, 1.3, 3.3], [2.6, 0.3, 0.3], [-1.4, -1.2, 1.5], [-0.9, 2.2, -0.1], [-0.7, -2.4, 0.6], [-1.9, 0.9, -0.9], [-0.8, 1.1, -2.2], [1.7, 1.7, 1.0], [-1.7, -1.8, -0.1], [0.3, 0.3, -2.5], [0.8, 1.8, 1.0], [1.2, -1.8, -1.5], [-2.1, 0.8, 0.5], [-0.2, -2.3, -0.9], [1.2, 1.9, -0.2], [1.1, -2.0, -0.3], [-0.4, 2.3, 0.2], [-2.4, -0.9, -0.1], [-0.1, -2.5, -0.1], [-1.3, 0.5, 2.0], [0.0, 1.4, -1.9], [1.4, -1.7, -0.3], [2.5, 0.6, 0.2], [-0.4, -1.7, 1.6], [-2.3, -1.0, 0.2], [0.0, 0.6, -2.2], [0.4, 2.1, -1.2], [2.2, -0.6, 0.6], [1.5, -0.6, 1.8], [-2.0, -1.6, -0.6], [2.0, 1.4, 0.7], [-0.8, 1.3, -2.0], [-0.9, 2.3, -0.2], [1.2, 0.2, 2.0], [-1.3, -1.2, 2.0], [0.3, -1.9, -1.2], [0.2, -1.5, -0.1], [-0.3, 0.1, 1.3], [1.3, -0.2, -1.9], [0.2, 2.3, -0.4], [-0.1, 2.3, 1.3], [1.3, 0.9, -2.0], [-1.0, 2.3, -0.1], [-0.6, -0.9, -2.3], [-1.2, 1.7, 1.3], [0.7, -2.2, 0.6], [-0.8, 1.9, -1.5], [-1.7, -0.9, 1.0], [-0.7, 0.0, -2.2], [2.6, 0.3, -0.1], [-0.3, -2.0, 1.0], [2.7, -0.4, 0.5], [-1.4, 1.4, -1.3], [0.2, -1.2, -2.3], [1.7, -0.2, 1.7], [-0.1, 2.6, 0.0], [-1.6, -1.2, -0.1], [-0.2, -0.2, -0.3], [0.2, 1.4, -1.5], [-0.3, 1.2, 1.9], [1.9, -1.1, 0.2]],
  "lowdin_charge": [-0.153, -0.250, -0.221, -0.223, -0.217, -0.208, -0.203, -0.228, -0.223, -0.214, -0.218, -0.214, -0.184, -0.197, -0.202, -0.116, -0.322, -0.161, -0.020, -0.104, -0.253, -0.146, -0.213, -0.206, -0.244, -0.141, -0.529, 0.518, -0.621, -0.136, 0.463, -0.185, -0.014, -0.040, 0.079, 0.061, 0.079, 0.102, 0.102, 0.107, 0.107, 0.111, 0.103, 0.100, 0.113, 0.097, 0.115, 0.096, 0.113, 0.102, 0.116, 0.114, 0.109, 0.100, 0.106, 0.114, 0.117, 0.082, 0.107, 0.109, 0.105, 0.114, 0.089, 0.129, 0.110, 0.137, 0.114, 0.147, 0.111, 0.079, 0.065, 0.111, 0.126, 0.144, 0.129, 0.122, 0.102, 0.122, 0.081, 0.107, 0.097, 0.073, 0.038, 0.080, 0.101, 0.084, 0.048, 0.066, 0.097, -0.262, 0.118, -0.268, -0.274, -0.275],
  "spin_multiplicity": 1,
  "max_force_ev_per_a": 8.7,
  "total_energy_ev": -79059.873,
  "homo_lumo_gap_ev": 8.9,
  "total_charge": -1
}

{
  "formula": "C29H55Cl2N6O2",
  "method": "ωB97M-V/def2-TZVPD",
  "symbols": ["C", "C", "N", "N", "C", "N", "C", "C", "C", "C", "N", "C", "C", "Cl", "C", "C", "Cl", "H", "H", "H", "H", "H", "H", "H", "H", "H", "H", "H", "H", "H", "H", "H", "H", "H", "H", "H", "C", "C", "C", "C", "C", "C", "N", "O", "C", "C", "C", "H", "H", "H", "H", "H", "H", "H", "H", "H", "H", "H", "H", "H", "H", "H", "H", "H", "H", "C", "C", "C", "C", "C", "C", "N", "O", "C", "C", "C", "H", "H", "H", "H", "H", "H", "H", "H", "H", "H", "H", "H", "H", "H", "H", "H", "H", "H"],
  "positions_angstrom": [[1.407, 0.250, 2.374], [0.460, -0.439, 1.353], [-0.962, -0.046, 1.442], [-1.437, 0.032, 2.744], [-1.303, -0.884, 3.782], [-0.600, -2.071, 3.691], [-1.374, -3.113, 3.557], [-1.706, -4.042, 4.698], [-1.979, -3.414, 2.191], [-1.971, -0.391, 4.870], [-2.487, 0.820, 4.443], [-2.176, 1.055, 3.177], [-2.644, 2.290, 2.464], [-1.938, 3.724, 3.300], [-4.192, 2.364, 2.419], [-4.836, 1.005, 2.105], [-4.676, 3.638, 1.261], [0.927, 1.032, 2.971], [2.276, 0.623, 1.818], [1.809, -0.529, 3.038], [0.788, -0.128, 0.351], [0.548, -1.531, 1.346], [-1.139, 0.806, 0.928], [-2.431, -3.548, 5.360], [-2.182, -4.936, 4.276], [-0.807, -4.305, 5.267], [-1.654, -4.405, 1.850], [-1.727, -2.613, 1.489], [-3.078, -3.409, 2.299], [-2.097, -0.829, 5.847], [-3.027, 1.445, 5.025], [-2.304, 2.339, 1.423], [-4.533, 2.655, 3.423], [-4.332, 0.532, 1.248], [-5.902, 1.078, 1.875], [-4.714, 0.353, 2.983], [-5.439, 1.984, -2.162], [-4.076, 1.357, -2.520], [-3.741, 1.626, -3.991], [-4.536, 0.762, -4.961], [-4.362, -0.715, -4.617], [-4.723, -1.035, -3.162], [-4.075, -0.100, -2.188], [-2.832, -0.474, -2.035], [-6.260, -0.999, -3.009], [-4.357, -2.494, -2.873], [-3.086, 2.143, -1.661], [-5.488, 3.012, -2.526], [-6.297, 1.475, -2.589], [-5.583, 2.010, -1.081], [-2.674, 1.447, -4.161], [-3.905, 2.681, -4.220], [-5.593, 1.045, -4.946], [-4.187, 0.940, -5.980], [-4.972, -1.321, -5.290], [-3.322, -0.998, -4.810], [-6.550, -0.979, -1.957], [-6.710, -1.888, -3.450], [-6.732, -0.157, -3.512], [-3.305, -2.705, -3.064], [-4.929, -3.158, -3.521], [-4.581, -2.759, -1.838], [-3.241, 1.941, -0.598], [-3.216, 3.215, -1.813], [-2.048, 1.913, -1.905], [6.797, -1.636, -1.529], [5.914, -0.428, -1.153], [6.257, 0.774, -2.041], [7.566, 1.454, -1.664], [7.552, 1.846, -0.190], [7.251, 0.665, 0.738], [6.051, -0.120, 0.304], [4.986, 0.537, 0.675], [8.498, -0.244, 0.811], [7.094, 1.192, 2.168], [4.502, -0.896, -1.518], [6.803, -1.775, -2.611], [7.837, -1.546, -1.233], [6.411, -2.553, -1.080], [5.451, 1.514, -1.980], [6.294, 0.461, -3.086], [8.413, 0.800, -1.887], [7.703, 2.349, -2.276], [8.513, 2.291, 0.078], [6.801, 2.631, -0.045], [8.254, -1.210, 1.258], [9.269, 0.212, 1.431], [8.970, -0.421, -0.154], [6.318, 1.952, 2.248], [8.021, 1.658, 2.498], [6.859, 0.383, 2.862], [4.180, -1.717, -0.875], [4.484, -1.254, -2.548], [3.766, -0.095, -1.446]],
  "forces_ev_per_angstrom": [[0.3, -1.1, -0.3], [0.6, 0.6, -0.4], [0.6, -1.3, -0.3], [-0.7, 1.6, 0.0], [1.4, -1.1, -0.7], [-1.6, 0.0, 1.5], [0.4, -0.1, -0.9], [0.5, -0.6, -1.0], [-0.6, 0.7, 0.9], [0.1, 0.5, -1.0], [-0.5, -0.4, 1.1], [0.0, 0.7, -0.1], [-0.1, 0.0, -0.4], [-0.2, -0.3, -0.2], [-0.2, -0.3, 0.7], [0.5, -0.1, -0.3], [0.1, -0.2, 0.4], [0.2, -0.1, -0.2], [-0.3, 0.3, 0.3], [-0.2, 0.4, 0.1], [-0.4, -0.1, 0.2], [-0.1, 0.3, 0.3], [-0.2, 0.1, 0.3], [0.2, 0.1, -0.2], [0.1, 0.1, 0.4], [-0.2, 0.1, 0.0], [-0.1, 0.2, 0.0], [0.2, -0.4, 0.0], [0.2, -0.4, -0.1], [0.0, 0.3, -0.1], [0.1, 0.0, -0.2], [0.1, -0.2, 0.3], [0.0, 0.3, -0.4], [-0.2, 0.1, 0.1], [0.2, 0.2, 0.1], [-0.1, 0.1, -0.3], [-0.4, -0.2, -0.1], [-1.3, 1.6, 0.4], [0.2, -0.4, -0.4], [0.0, -0.1, 0.0], [0.3, 0.5, -0.1], [-1.9, -0.9, -0.3], [2.4, -0.2, -1.5], [-0.4, -0.1, 0.8], [-0.2, 0.3, 0.1], [0.7, 0.1, 0.3], [0.7, -0.5, 0.1], [0.2, 0.0, 0.1], [0.1, 0.0, 0.0], [0.0, -0.1, 0.0], [0.0, -0.1, 0.1], [0.0, 0.0, 0.2], [0.0, 0.0, 0.0], [0.0, 0.0, 0.0], [-0.1, -0.1, 0.2], [0.0, 0.0, 0.1], [0.0, 0.0, 0.0], [0.2, -0.1, 0.0], [0.1, 0.0, 0.1], [0.0, 0.1, 0.1], [-0.1, 0.2, 0.0], [0.0, 0.0, 0.0], [-0.1, -0.1, 0.0], [-0.2, -0.1, -0.1], [-0.1, -0.1, 0.0], [0.4, 0.0, 0.1], [0.5, -1.6, -1.3], [0.1, 0.5, 0.2], [0.0, 0.0, 0.0], [-0.3, 0.1, -0.5], [2.0, -0.4, 0.8], [-1.3, 2.5, -0.6], [-0.1, -0.7, 0.5], [0.1, -0.3, -0.2], [-0.7, 0.1, 0.1], [-0.4, 0.3, 0.5], [-0.2, 0.1, 0.0], [0.0, 0.1, 0.0], [0.0, 0.1, 0.1], [0.0, -0.1, 0.2], [-0.1, -0.2, 0.1], [0.0, 0.0, 0.0], [0.0, 0.0, 0.0], [0.0, -0.1, 0.2], [-0.1, -0.1, 0.1], [0.0, 0.0, 0.0], [-0.1, 0.1, 0.0], [-0.1, 0.0, 0.0], [-0.1, -0.1, -0.1], [0.1, -0.1, -0.2], [0.0, 0.0, 0.0], [0.0, 0.0, 0.0], [0.2, 0.0, 0.0], [0.1, 0.0, 0.1]],
  "mulliken_spin": [0.000, 0.000, -0.001, 0.000, 0.000, 0.000, 0.000, 0.000, -0.002, 0.000, 0.000, -0.001, 0.001, 0.000, -0.003, 0.015, 0.000, -0.001, 0.003, 0.000, 0.000, 0.000, 0.001, 0.000, 0.000, 0.000, 0.000, 0.001, 0.000, 0.000, 0.000, 0.000, 0.000, -0.010, 0.000, 0.000, 0.028, 0.018, 0.022, -0.020, 0.019, 0.025, 0.317, 0.599, 0.019, -0.005, -0.035, -0.001, 0.001, -0.011, 0.005, 0.002, 0.000, 0.001, 0.002, 0.003, -0.007, 0.000, 0.002, 0.000, 0.000, -0.001, 0.011, 0.000, 0.000, 0.011, 0.030, 0.018, -0.019, 0.019, 0.023, 0.336, 0.580, 0.019, -0.002, -0.012, 0.000, -0.001, -0.004, 0.004, 0.000, -0.001, 0.002, 0.000, 0.004, -0.010, 0.000, 0.001, -0.001, 0.001, -0.001, 0.000, 0.000, 0.002],
  "spin_multiplicity": 3,
  "max_force_ev_per_a": 2.9,
  "s2": 2.008,
  "total_energy_ev": -69033.994,
  "homo_lumo_gap_ev": [7.3, 8.0],
  "total_charge": 1
}